1.
Density functional theory data (ωB97M-V with the def2-TZVPD basis set) for C20H46LaO4P4 as an isolated structure in a non-equilibrium geometry.

## Properties
LUMO level, eV: -12.5
Gap between HOMO and LUMO, eV: 3.956
Relative energy (zero: lowest compared OMol25 entry of this formula, charge and spin), kcal per mole: 17.3
Highest occupied orbital energy, Ha: -0.60300
Charge: +3
Electronic energy, eV: -67664.9259

XYZ file:
```
75
Properties=species:S:1:pos:R:3:mulliken_charge:R:1
La 0.49898 -0.16344 0.42453 2.0414
P -0.32723 2.48154 1.75828 0.5624
P -2.37648 -0.84237 1.03144 0.8481
P 2.72929 -0.28368 -1.92627 0.7233
H -3.31207 -2.00685 -2.88737 0.3690
C -2.27980 -2.20261 -3.19853 -0.5496
C -1.63804 -3.34504 -2.88076 -0.5757
H -2.10781 -4.11737 -2.26443 0.3450
C -1.67522 3.39998 0.94389 -1.2965
C -0.77037 2.73055 3.51435 -1.2671
C 1.07164 3.65618 1.57227 -1.4629
C -2.67533 -2.52934 0.37020 -0.9829
C -2.81949 -1.06698 2.80146 -1.2047
C -3.87020 0.01189 0.39713 -1.2405
C 2.34069 -1.83311 -2.85193 -1.2081
C 4.39155 -0.72927 -1.28381 -1.2423
C 3.26556 0.78933 -3.31143 -1.3143
H -1.81645 -1.45270 -3.84692 0.2486
H -0.63516 -3.57045 -3.25593 0.2772
H -1.31243 3.88597 0.03101 0.4772
H -2.04825 4.17003 1.63184 0.5508
H -2.50740 2.72879 0.68681 0.1568
H -0.50719 3.75283 3.81572 0.4231
H -0.23057 2.01302 4.15631 0.2355
H -1.84952 2.57875 3.64758 0.4102
H 0.78141 4.64683 1.94642 0.4682
H 1.35633 3.73230 0.51351 0.4043
H 1.93836 3.29498 2.13988 0.3973
H -3.71275 -2.81444 0.60121 0.5206
H -1.99484 -3.24743 0.85022 0.4505
H -2.51513 -2.58590 -0.71800 -0.2549
H -3.84449 -1.45842 2.88157 0.4555
H -2.76551 -0.09655 3.31690 0.2756
H -2.12923 -1.76379 3.30021 0.2863
H -4.63687 -0.73321 0.13498 0.4732
H -3.62322 0.59010 -0.50781 0.2195
H -4.28123 0.69627 1.15516 0.4346
H 2.87841 -1.84813 -3.81069 0.4951
H 1.25903 -1.88227 -3.04306 0.1207
H 2.61217 -2.71490 -2.25865 0.3398
H 5.08582 -0.91764 -2.11408 0.4265
H 4.33471 -1.61261 -0.63569 0.2991
H 4.76683 0.11552 -0.69278 0.3867
H 4.16842 0.37556 -3.77678 0.4594
H 3.48899 1.78751 -2.91716 0.4048
H 2.47537 0.89615 -4.06400 0.2806
C -1.03438 1.66591 -2.38912 0.7924
C -1.90649 2.75361 -2.32006 -0.8048
C -1.88074 3.66965 -3.38464 -0.7363
C -1.03297 3.45974 -4.47453 -0.7000
C -0.27063 2.28855 -4.56441 -0.7967
C -0.32761 1.33819 -3.53614 -0.5026
O -0.65951 0.95919 -1.22451 -0.0674
H -1.18471 1.24090 -0.40889 -0.0292
H -2.59377 2.88618 -1.48256 0.6508
H -2.50087 4.56722 -3.35947 0.4373
H -0.96937 4.21747 -5.26185 0.4130
H 0.38677 2.10439 -5.41959 0.4486
H 0.18744 0.37804 -3.59311 0.7176
C 2.83216 -1.59329 5.41545 -0.6250
O 1.85601 -0.52817 5.26497 -0.2404
P 1.53731 0.28093 3.92345 0.5913
O 0.90256 -0.91394 2.89717 0.1199
C 0.50629 -2.25831 3.32341 -1.0474
O 1.23147 -2.14161 0.19482 -0.3087
C 2.14255 -3.19314 0.52110 -1.0124
H 3.39820 -1.32841 6.30790 0.2828
H 3.50358 -1.66536 4.54643 0.3701
H 2.30015 -2.53209 5.57074 0.3316
H 1.40144 -2.87496 3.42531 0.3411
H -0.06161 -2.19992 4.25680 0.5015
H -0.12112 -2.66489 2.52679 0.3437
H 2.79372 -3.43720 -0.33124 0.2881
H 1.58413 -4.09150 0.83619 0.2990
H 2.79872 -2.90274 1.36277 0.2750
```

***

2.
Density functional theory data (ωB97M-V with the def2-TZVPD basis set) for C20H46LaOP4Se as an isolated structure in a non-equilibrium geometry.

## Properties
LUMO level (alpha / beta), eV: -10.9 / -10.9
Gap between HOMO and LUMO (alpha / beta), eV: 4.638 / 4.639
Relative energy (zero: lowest compared OMol25 entry of this formula, charge and spin), kcal per mole: 0.0
Highest occupied orbital energy (alpha / beta), Ha: -0.56942 / -0.56942
Charge: +3
Electronic energy, eV: -126869.4507

XYZ file:
```
73
Properties=species:S:1:pos:R:3:mulliken_charge:R:1
La -0.15414 -0.85201 0.57637 1.6470
P 0.26968 2.03208 1.97614 0.4744
P -2.51838 0.79834 0.36948 0.7361
P 2.64684 0.08327 0.25789 0.4898
H -1.25749 -2.67747 -6.76436 0.4123
C -0.48079 -3.45927 -6.68038 -0.5705
C -0.64327 -4.40125 -5.68245 -0.5690
H -1.61258 -4.55947 -5.14675 0.2943
C 0.42353 3.61637 1.03908 -1.2689
C -1.01397 2.56786 3.20345 -1.2523
C 1.75264 2.25249 3.06466 -1.2053
C -3.14429 -0.20091 -1.04204 -1.2731
C -4.00139 0.72542 1.43800 -1.4202
C -2.78442 2.48416 -0.29694 -1.3169
C 3.09163 -1.03146 -1.14228 -1.0904
C 4.00116 -0.41428 1.37598 -1.2726
C 3.37442 1.64678 -0.38121 -1.1097
H 0.46064 -3.30079 -7.27630 0.2499
H 0.19046 -4.99701 -5.26542 0.2831
H 0.51011 4.44156 1.76539 0.4977
H -0.46201 3.74777 0.41792 0.2634
H 1.31970 3.55908 0.42289 0.2944
H -0.62725 3.48139 3.66463 0.5321
H -1.14810 1.79458 3.95654 0.2659
H -1.94409 2.77343 2.68662 0.3927
H 1.61260 3.21614 3.58541 0.5146
H 2.65055 2.28961 2.44569 0.4298
H 1.79822 1.43430 3.78812 0.1863
H -4.23802 -0.10776 -1.11455 0.4736
H -2.89986 -1.26770 -0.88220 0.4137
H -2.67529 0.12609 -1.98533 0.3234
H -4.85200 1.26934 0.99887 0.5019
H -3.80862 1.12655 2.43736 0.3349
H -4.29455 -0.31858 1.56801 0.4336
H -3.86442 2.62530 -0.47384 0.5141
H -2.23969 2.60966 -1.24130 0.2759
H -2.43933 3.27127 0.38412 0.3819
H 4.18594 -1.09863 -1.30416 0.4738
H 2.59086 -0.63219 -2.05072 0.2525
H 2.68901 -2.05187 -0.95508 0.3491
H 4.92677 -0.48630 0.77837 0.4694
H 3.77016 -1.39095 1.81508 0.3988
H 4.14146 0.28481 2.20792 0.3683
H 4.43779 1.47259 -0.64423 0.4969
H 3.31146 2.47137 0.33726 0.3558
H 2.81623 1.95032 -1.28027 0.1860
C 0.09321 0.47332 -3.60064 1.0944
C -0.50293 -0.74203 -3.88250 -0.5372
C -0.26689 -1.28319 -5.12389 -0.0317
C 0.30058 -0.57838 -6.19174 -0.4160
C 0.77689 0.70723 -5.91723 -0.9486
C 0.70782 1.20858 -4.63778 -0.6796
Se 0.13590 1.09444 -1.83158 0.0299
H 0.60300 -0.74635 -1.42740 -0.2459
H -1.08320 -1.29817 -3.14401 0.3229
H -0.51659 -2.34028 -5.19992 0.1012
H 0.31626 -1.01669 -7.19005 0.3922
H 1.21881 1.24937 -6.72301 0.4354
H 1.14381 2.18061 -4.36933 0.4037
C 0.11477 -3.41578 4.42278 -1.1125
P -0.41177 -1.74417 4.12904 0.8779
C -2.15317 -1.54351 4.55360 -1.0706
C 0.47871 -0.62096 5.15383 -1.0261
O -0.11842 -1.49837 2.62390 -0.4397
H -0.07946 -3.78369 5.43376 0.4168
H 1.21262 -3.42048 4.21240 0.3573
H -0.39040 -4.06744 3.66584 0.3434
H -2.17526 -1.88641 5.59997 0.4398
H -2.41702 -0.47106 4.49756 0.2865
H -2.81986 -2.13524 3.90453 0.3434
H 1.55549 -0.73688 4.93835 0.3262
H 0.15379 0.41008 4.95406 0.2329
H 0.25538 -0.89855 6.19804 0.4856
```

***

3.
Density functional theory data (ωB97M-V with the def2-TZVPD basis set) for a 3-piece molecular cluster, C20H46NO11S2 overall.

## Properties
LUMO level, eV: -2.6
Gap between HOMO and LUMO, eV: 9.714
Highest occupied orbital energy, Ha: -0.45240
Charge: +1
Electronic energy, eV: -67161.2276

XYZ file:
```
80
Properties=species:S:1:pos:R:3:mulliken_charge:R:1
C 3.42654 0.93015 1.73870 -0.9077
C 3.76811 2.15550 0.89390 -0.4827
C 3.11540 2.16152 -0.46893 -0.7509
O 1.69575 2.25523 -0.29654 0.0452
C 0.98487 2.42691 -1.49157 -1.1325
C -0.46296 1.97846 -1.31690 -0.5076
N -0.57692 0.46753 -1.37186 0.0249
C -0.49472 -0.13412 0.02720 -0.3732
O -0.31586 -1.48922 -0.05339 -0.3479
C 1.05175 -1.93712 0.00996 0.2373
C 1.08553 -3.42986 -0.28178 -1.3085
C -1.84008 0.22471 0.66264 0.0338
C -2.98477 -0.64958 0.17463 -0.4717
C -4.14586 -0.70520 1.16450 -0.4907
O -3.77413 -1.36458 2.36553 -0.5570
O -2.18088 1.57672 0.34801 -0.3612
C -1.11965 2.45043 0.00130 0.2832
C -1.67697 3.85250 -0.18416 -0.5447
C -1.96148 4.60572 1.10792 -0.8455
O -3.05388 4.04700 1.81478 -0.5270
H 2.52832 1.07383 2.34260 0.2808
H 4.24107 0.69619 2.42369 0.4385
H 3.28942 0.05195 1.10305 0.0017
H 3.50630 3.08261 1.40805 0.2997
H 4.84773 2.19205 0.72322 0.3211
H 3.46822 3.01374 -1.05877 0.3044
H 3.35143 1.23928 -1.02047 0.4147
H 1.45847 1.86116 -2.30985 0.4892
H 0.97840 3.47860 -1.80399 0.5095
H -1.03846 2.35777 -2.16315 0.3450
H -1.49573 0.21498 -1.74355 0.4678
H 0.12461 0.06513 -1.99360 0.4826
H 0.34323 0.37241 0.50946 0.3640
H 1.65418 -1.37327 -0.71547 0.1289
H 1.43639 -1.71025 1.00611 0.2466
H 1.82284 -3.66674 -1.04721 0.3341
H 1.33577 -4.00240 0.60920 0.3552
H 0.10584 -3.76252 -0.62274 0.3273
H -1.72909 0.09750 1.74639 0.2189
H -3.38278 -0.21144 -0.75000 0.1978
H -2.63966 -1.66046 -0.04325 0.3684
H -4.51053 0.30491 1.36891 0.3376
H -4.94652 -1.28596 0.70620 0.1136
H -3.62860 -0.71489 3.06202 0.3624
H -0.36392 2.47106 0.79238 0.4511
H -0.93560 4.43731 -0.74090 0.3438
H -2.58871 3.79256 -0.78489 0.3845
H -2.20550 5.64145 0.85856 0.3630
H -1.05395 4.63265 1.72189 0.3931
H -2.75990 3.71921 2.67381 0.3178
O 7.25972 1.77534 -0.82555 -0.6716
S 7.77565 0.62339 -0.14260 1.3341
O 7.59886 0.53688 1.27455 -0.6149
O 9.29061 0.42589 -0.52576 -0.2968
C 10.17728 1.57839 -0.40985 -0.3373
C 10.58545 1.84749 1.01983 -0.9786
C 7.15257 -0.84267 -0.89020 -0.9138
H 9.68612 2.43662 -0.86794 0.3194
H 11.03095 1.30492 -1.02478 0.2840
H 9.74337 2.18480 1.62186 0.2994
H 11.35113 2.62342 1.02977 0.3877
H 10.99453 0.94758 1.47778 0.2672
H 7.31175 -0.78503 -1.96319 0.3236
H 6.09110 -0.88144 -0.65473 0.2676
H 7.66719 -1.69745 -0.45958 0.3531
O -8.09734 -4.25819 -2.60251 -0.6435
S -8.78141 -3.46330 -1.62735 1.1921
O -8.32949 -2.12453 -1.39308 -0.6045
O -8.82021 -4.25951 -0.25330 -0.2739
C -7.56646 -4.82457 0.20684 -0.4847
C -6.64861 -3.76840 0.78079 -0.8907
C -10.50815 -3.45410 -1.94296 -0.9348
H -7.10200 -5.35769 -0.62291 0.3527
H -7.85982 -5.55429 0.95772 0.2874
H -6.32145 -3.08199 0.00078 0.2347
H -5.77062 -4.24169 1.22211 0.4379
H -7.15760 -3.18811 1.55004 0.3108
H -10.84202 -4.47796 -2.08390 0.3244
H -10.65287 -2.87197 -2.85040 0.3687
H -11.01131 -2.98297 -1.10312 0.3219
```